Molecular formula: C10H20Cl10
Method: DFT, wB97M-V/def2-TZVPD

Maximum force, eV/A: 2.9
Lowest unoccupied orbital energy, eV: 0.375
Energy above the lowest of the compared OMol25 structures with the same formula, charge and spin, eV: 0.932
SMILES: ClCCCl.ClCCCl.ClCCCl.ClCCCl.ClCCCl
Frontier orbital gap, eV: 11.03
Spin multiplicity: 1

Structure (XYZ):
```
40
Properties=species:S:1:pos:R:3:mulliken_charge:R:1
Cl 1.91 0.35 -1.83 -0.23
H 6.00 -1.55 -0.02 0.28
C -3.92 -0.64 1.37 -0.25
Cl 5.83 -3.79 -0.89 -0.19
H -2.45 3.33 -3.15 0.32
C -1.22 3.55 -1.45 -0.20
H -0.58 -0.03 2.70 -0.02
Cl 1.07 -2.65 -0.60 -0.18
Cl -3.08 1.60 -1.61 -0.10
C -0.06 -1.45 -1.32 -0.25
H 5.45 -0.30 -2.08 0.29
H 6.50 -1.68 -2.50 0.42
H -0.75 4.42 -1.90 0.33
Cl -3.00 -1.64 0.26 -0.17
C -2.59 3.18 -2.10 -0.53
Cl -1.51 4.11 0.22 -0.21
C 0.22 -0.03 3.44 -0.14
H 4.33 -1.98 -0.50 0.20
H -0.10 -0.10 -2.96 0.32
H 1.11 -1.34 -3.17 0.37
H 1.43 1.11 2.12 0.21
Cl 2.16 1.72 4.31 -0.19
Cl 4.36 -1.94 -3.42 -0.17
H -4.74 -2.22 2.78 0.33
C 5.54 -1.37 -2.19 -0.54
H -3.27 3.94 -1.76 0.38
C 0.94 1.30 3.08 -0.33
H -4.38 0.09 0.77 0.29
H -3.23 -0.25 2.17 0.16
H -0.47 -0.75 -0.64 0.19
H 0.21 2.11 3.01 0.29
H -0.85 -2.08 -1.71 0.29
C -5.02 -1.40 2.07 -0.53
C 5.33 -2.06 -0.85 -0.28
C 0.59 -0.73 -2.46 -0.51
H -5.41 -0.73 2.81 0.34
H 0.93 -0.82 3.36 0.36
H -0.59 2.69 -1.33 0.03
Cl -6.16 -2.03 0.91 -0.17
Cl -0.53 0.04 5.07 -0.19
```